[1]
{
  "formula": "C20H26N2O6",
  "method": "ωB97M-V/def2-TZVPD",
  "elements": ["O", "O", "O", "O", "O", "O", "N", "N", "C", "C", "C", "C", "C", "C", "C", "C", "C", "C", "C", "C", "C", "C", "C", "C", "C", "C", "C", "C", "H", "H", "H", "H", "H", "H", "H", "H", "H", "H", "H", "H", "H", "H", "H", "H", "H", "H", "H", "H", "H", "H", "H", "H", "H", "H"],
  "coordinates": [[-0.57, -1.63, -3.30], [0.37, 0.29, -2.63], [3.41, 1.79, 3.60], [1.81, 0.64, 5.64], [-3.12, -1.83, 0.71], [2.61, 1.78, 1.08], [-1.38, -0.47, 2.21], [-2.95, -0.47, -1.06], [0.51, 0.61, 1.66], [2.21, 2.05, -0.24], [2.18, 1.22, 3.29], [-1.96, 0.31, -3.17], [-2.54, -0.91, 0.15], [0.17, 0.09, 4.05], [-0.59, -0.34, -3.01], [1.57, -2.13, -4.35], [4.52, 1.01, 3.22], [-1.40, -0.28, 0.84], [1.75, 1.21, 1.96], [-0.25, 0.05, 2.73], [-0.25, 0.38, 0.48], [-2.51, 0.70, -1.78], [-2.99, -0.53, -3.93], [2.20, 1.86, 6.23], [0.67, -2.32, -3.14], [-3.53, -1.68, -3.09], [-4.02, -1.17, -1.74], [1.39, 0.68, 4.33], [0.40, -3.37, -3.01], [5.40, 1.56, 3.54], [3.02, 2.34, 5.69], [-0.42, -0.33, 4.85], [-2.74, -2.41, -2.92], [-3.38, 1.35, -1.94], [-4.87, -0.48, -1.88], [1.84, -1.08, -4.45], [2.53, 1.60, 7.24], [1.27, 2.61, -0.27], [2.48, -2.71, -4.22], [-1.77, 1.25, -3.72], [-3.82, 0.13, -4.21], [-2.09, -1.00, 2.69], [1.07, -2.45, -5.25], [-4.35, -2.17, -3.62], [2.11, 1.14, -0.83], [-1.77, 1.24, -1.21], [-2.55, -0.91, -4.85], [4.51, 0.03, 3.71], [3.00, 2.67, -0.66], [-4.34, -1.99, -1.10], [1.35, 2.55, 6.29], [0.06, 0.61, -0.52], [1.17, -1.95, -2.23], [4.55, 0.86, 2.13]],
  "total_energy_ev": -36426.9776,
  "e_above_lowest_ev": 2.262,
  "homo_lumo_gap_ha": 0.29742,
  "molar_mass_g_mol": 390.44,
  "charge": 0,
  "smiles": "CCOC(=O)[C@H]1CCCN(C(=O)c2cc3c(OC)c(OC)c(OC)cc3[nH]2)C1"
}

***

[2]
{
  "formula": "C20H26N3O6",
  "method": "ωB97M-V/def2-TZVPD",
  "elements": ["O", "O", "O", "O", "O", "O", "N", "N", "N", "C", "C", "C", "C", "C", "C", "C", "C", "C", "C", "C", "C", "C", "C", "C", "C", "C", "C", "C", "C", "H", "H", "H", "H", "H", "H", "H", "H", "H", "H", "H", "H", "H", "H", "H", "H", "H", "H", "H", "H", "H", "H", "H", "H", "H", "H"],
  "coordinates": [[-3.78, -3.21, 2.38], [-2.77, -2.73, -3.73], [-2.94, 2.47, -2.24], [-3.10, -3.37, 0.30], [-5.16, -1.32, -3.91], [-0.48, 1.07, -2.34], [-2.92, -3.66, 1.76], [-0.06, -2.89, -1.30], [-1.17, -3.52, -0.91], [-2.82, -1.53, -3.46], [-0.78, 2.53, 1.70], [2.55, -0.48, -0.43], [2.91, -0.80, 2.20], [2.87, -1.40, 0.77], [2.83, 1.85, 2.26], [-2.90, 1.29, -2.65], [0.60, 3.04, 2.20], [1.69, -1.21, -1.50], [-0.87, 2.84, 0.21], [-4.06, 0.61, -3.10], [3.64, 0.55, 2.40], [-1.62, -0.83, -3.08], [0.37, -1.65, -1.00], [-4.14, -0.73, -3.51], [-1.55, 0.51, -2.68], [1.39, 1.82, 2.74], [-0.48, -0.88, -0.23], [-1.97, -2.78, -0.17], [-1.67, -1.45, 0.18], [3.48, -0.22, -0.93], [0.54, -3.45, -1.89], [-0.70, 3.90, 0.05], [3.45, -1.51, 2.81], [0.48, 3.85, 2.91], [-4.96, 1.22, -3.11], [4.13, 0.52, 3.36], [-0.71, -1.41, -3.15], [3.83, -1.88, 0.60], [2.84, 2.20, 1.22], [1.89, -0.80, 2.57], [1.30, 1.73, 3.82], [-0.21, 0.13, 0.01], [-1.62, 2.97, 2.23], [4.44, 0.59, 1.65], [1.10, 3.38, 1.30], [-1.83, 2.60, -0.22], [3.35, 2.63, 2.81], [1.54, -0.55, -2.35], [2.27, -2.09, -1.79], [-0.12, 2.30, -0.36], [0.89, 0.96, 2.32], [2.15, -2.22, 0.79], [-2.37, -0.91, 0.79], [2.06, 0.45, -0.15], [-0.83, 1.46, 1.84]],
  "total_energy_ev": -37912.0585,
  "homo_lumo_gap_ha": 0.13254,
  "molar_mass_g_mol": 404.44,
  "charge": -1
}

***

[3]
{
  "formula": "C20H26N4O3W",
  "method": "ωB97M-V/def2-TZVPD",
  "elements": ["W", "O", "O", "O", "N", "N", "N", "N", "C", "C", "C", "C", "C", "C", "C", "C", "C", "C", "C", "C", "C", "C", "C", "C", "C", "C", "C", "C", "H", "H", "H", "H", "H", "H", "H", "H", "H", "H", "H", "H", "H", "H", "H", "H", "H", "H", "H", "H", "H", "H", "H", "H", "H", "H"],
  "coordinates": [[0.26, -0.15, -1.23], [2.29, 1.47, 1.96], [-1.62, 1.15, 1.55], [-0.42, -2.91, 1.80], [-1.45, -0.91, -0.64], [-2.88, 1.71, 3.34], [1.87, -1.21, -1.08], [0.27, 1.73, -0.65], [-0.82, 0.38, 3.69], [-0.07, 1.33, 4.62], [-1.06, -0.99, -3.42], [-1.67, 0.25, -3.24], [-0.91, 1.42, -3.25], [-1.79, 1.12, 2.78], [-3.19, 1.80, 4.76], [1.84, 0.61, 1.36], [-0.88, 1.72, 5.85], [-2.11, 2.56, 5.54], [1.11, 0.12, -3.47], [4.03, -2.63, -1.06], [0.17, 4.30, -0.23], [-3.83, -1.87, -0.24], [2.84, -1.85, -1.16], [-2.52, -1.31, -0.42], [0.34, -1.07, -3.45], [0.18, -2.11, 1.25], [0.47, 1.37, -3.44], [0.20, 2.88, -0.44], [2.20, 0.06, -3.56], [4.43, -2.57, -0.03], [-1.41, 2.38, -3.09], [-2.55, 2.91, 6.48], [-0.11, -0.15, 3.05], [0.84, -2.03, -3.53], [-0.24, 2.29, 6.53], [-2.75, 0.31, -3.08], [3.80, -3.66, -1.33], [4.77, -2.22, -1.77], [-3.33, 0.79, 5.18], [0.74, 4.79, -1.04], [-1.20, 0.81, 6.38], [-4.17, -2.30, -1.19], [0.61, 4.53, 0.74], [-4.52, -1.07, 0.07], [-1.64, -1.92, -3.43], [-1.37, -0.38, 4.26], [-1.83, 3.46, 4.98], [1.07, 2.28, -3.47], [0.85, 0.84, 4.96], [-3.58, 1.98, 2.66], [-4.14, 2.35, 4.86], [0.24, 2.23, 4.07], [-0.88, 4.64, -0.26], [-3.79, -2.65, 0.53]],
  "total_energy_ev": -35043.7457,
  "e_above_lowest_ev": 0.000,
  "homo_lumo_gap_ha": [0.12596, 0.13272],
  "molar_mass_g_mol": 554.29,
  "charge": 4,
  "multiplicity": 3
}

***

[4]
{
  "formula": "C20H26N4O4S",
  "method": "ωB97M-V/def2-TZVPD",
  "elements": ["S", "O", "O", "O", "O", "N", "N", "N", "N", "C", "C", "C", "C", "C", "C", "C", "C", "C", "C", "C", "C", "C", "C", "C", "C", "C", "C", "C", "C", "H", "H", "H", "H", "H", "H", "H", "H", "H", "H", "H", "H", "H", "H", "H", "H", "H", "H", "H", "H", "H", "H", "H", "H", "H", "H"],
  "coordinates": [[-2.53, 0.40, -2.56], [-1.00, -2.89, -0.51], [1.91, 2.11, -4.05], [-1.07, -1.97, 4.50], [3.37, 0.90, 0.31], [-2.31, 0.84, -0.05], [-0.86, 0.12, 3.75], [0.42, -0.73, 1.42], [-2.59, -1.90, 0.72], [0.72, 0.56, 2.00], [-0.66, -1.20, 3.64], [1.76, 1.27, -2.99], [1.11, 1.90, -5.19], [1.50, -1.18, 0.54], [-1.86, 1.96, -0.68], [-0.51, 1.07, 2.72], [0.12, -1.72, 2.44], [0.85, 0.22, -2.92], [-1.41, -2.56, 0.59], [-2.68, -0.07, -0.88], [2.61, 1.51, -1.91], [2.55, 0.73, -0.77], [0.79, -0.55, -1.77], [1.61, -0.31, -0.69], [-3.24, -1.49, 1.93], [4.39, 1.87, 0.24], [-1.91, 1.91, -2.04], [-3.20, -1.42, -0.51], [-0.63, -2.94, 1.84], [0.97, 1.25, 1.19], [-4.30, -1.76, 1.88], [0.09, -1.36, -1.71], [-4.28, -1.38, -0.37], [0.05, 2.00, -4.96], [5.07, 1.68, -0.60], [-1.33, 1.18, 2.00], [-1.63, 2.67, -2.74], [2.46, -1.19, 1.08], [-2.81, -1.98, 2.80], [-3.16, -0.40, 2.05], [-2.96, -2.12, -1.31], [3.97, 2.88, 0.14], [1.30, 0.92, -5.63], [-1.26, -3.38, 2.61], [4.93, 1.80, 1.17], [3.31, 2.32, -2.01], [1.40, 2.67, -5.90], [-1.52, 2.79, -0.09], [0.20, -0.01, -3.75], [1.57, 0.51, 2.69], [1.06, -2.11, 2.89], [1.26, -2.19, 0.21], [0.09, -3.70, 1.52], [-1.40, 0.42, 4.54], [-0.31, 2.04, 3.19]],
  "total_energy_ev": -46147.8720,
  "e_above_lowest_ev": 2.193,
  "homo_lumo_gap_ha": 0.32045,
  "molar_mass_g_mol": 418.52,
  "charge": 0,
  "smiles": "COc1ccc(CN2CCNC(=O)[C@H]2CC(=O)N(C)Cc2nccs2)c(OC)c1"
}

***

[5]
{
  "formula": "C20H26N4O6",
  "method": "ωB97M-V/def2-TZVPD",
  "elements": ["O", "O", "O", "O", "O", "O", "N", "N", "N", "N", "C", "C", "C", "C", "C", "C", "C", "C", "C", "C", "C", "C", "C", "C", "C", "C", "C", "C", "C", "C", "H", "H", "H", "H", "H", "H", "H", "H", "H", "H", "H", "H", "H", "H", "H", "H", "H", "H", "H", "H", "H", "H", "H", "H", "H", "H"],
  "coordinates": [[0.07, 2.35, -1.97], [-5.58, 1.45, 0.67], [-2.80, 1.95, 1.26], [-2.69, -1.23, -2.22], [1.17, -1.76, 0.12], [4.62, -1.21, 1.66], [4.00, 0.73, 0.69], [2.83, 0.21, 0.25], [-0.75, -1.49, -1.04], [-1.28, 0.53, -2.07], [-4.10, -1.93, 0.61], [7.07, 0.68, -0.60], [-3.34, 0.72, 1.03], [2.01, 0.91, -0.43], [-2.78, -1.65, 0.91], [-3.47, 3.12, 0.87], [7.29, 0.21, 0.83], [-0.12, 1.19, -1.66], [6.15, 0.64, 1.78], [0.77, 0.35, -0.89], [0.42, -0.96, -0.60], [-6.91, 1.17, 0.29], [-1.17, -2.80, -0.58], [-1.66, -0.75, -1.80], [-1.72, -2.71, 0.86], [8.23, 0.29, -1.50], [-4.68, 0.42, 0.74], [4.87, -0.06, 1.40], [-5.04, -0.91, 0.54], [-2.43, -0.33, 1.13], [-2.75, 3.92, 1.00], [-4.35, 3.31, 1.51], [-0.32, -3.48, -0.62], [-1.96, -3.13, -1.26], [7.36, -0.87, 0.85], [-6.06, -1.17, 0.31], [6.15, 0.24, -1.00], [6.95, 1.77, -0.62], [-0.91, -2.47, 1.54], [8.35, -0.79, -1.51], [-7.41, 0.53, 1.02], [2.20, 1.95, -0.71], [-1.93, 1.08, -2.61], [-1.41, -0.06, 1.37], [-2.13, -3.69, 1.13], [6.41, 0.34, 2.79], [6.03, 1.73, 1.75], [-3.79, 3.08, -0.17], [4.23, 1.69, 0.45], [8.06, 0.63, -2.52], [-7.41, 2.13, 0.25], [8.23, 0.62, 1.20], [-4.41, -2.95, 0.43], [-6.95, 0.70, -0.70], [2.01, -1.29, 0.38], [9.16, 0.73, -1.14]],
  "total_energy_ev": -39408.1440,
  "e_above_lowest_ev": 0.050,
  "homo_lumo_gap_ha": 0.31443,
  "molar_mass_g_mol": 418.45,
  "charge": 0,
  "smiles": "CCCCC(=O)N/N=C/c1c(O)n(CCc2ccc(OC)c(OC)c2)c(=O)[nH]c1=O"
}

***

[6]
{
  "formula": "C20H26O4",
  "method": "ωB97M-V/def2-TZVPD",
  "elements": ["O", "O", "O", "O", "C", "C", "C", "C", "C", "C", "C", "C", "C", "C", "C", "C", "C", "C", "C", "C", "C", "C", "C", "C", "H", "H", "H", "H", "H", "H", "H", "H", "H", "H", "H", "H", "H", "H", "H", "H", "H", "H", "H", "H", "H", "H", "H", "H", "H", "H"],
  "coordinates": [[-2.98, 0.81, -1.53], [2.99, -2.08, 0.08], [-2.94, 0.31, 1.90], [1.58, 0.24, 1.48], [-1.87, 0.94, -1.16], [1.12, -1.73, -3.65], [2.37, -1.36, -0.66], [-0.79, 3.30, -1.03], [2.03, 0.69, -3.69], [-0.63, -0.52, 1.83], [-2.34, 0.68, 3.11], [0.67, -0.53, 1.05], [-1.66, -0.26, 4.10], [0.60, -0.08, -1.60], [0.10, -2.50, -0.29], [-1.51, 0.67, 1.83], [-0.86, 0.12, -2.03], [-1.43, 0.49, 5.36], [0.89, -1.13, -0.38], [-1.36, 2.09, -0.37], [-0.32, -0.57, 3.46], [1.54, -0.45, -2.73], [-1.24, 1.93, 0.96], [2.85, -0.90, -2.03], [0.06, -1.56, 3.65], [-0.72, 2.72, 1.41], [-1.18, -1.43, 1.60], [-2.41, 0.68, 5.77], [0.50, 0.10, 3.80], [-0.34, 3.89, -0.24], [-0.85, -0.21, 6.07], [0.35, -3.14, -1.16], [3.71, -0.24, -1.91], [-2.26, -1.25, 4.13], [-0.90, 1.44, 5.19], [1.15, 0.93, -4.35], [-2.44, 1.67, 3.46], [-1.23, -0.97, -2.10], [0.59, -1.17, -4.47], [-0.02, 2.99, -1.71], [0.62, -2.53, -3.19], [2.90, 0.42, -4.33], [-0.93, 0.54, -3.08], [3.37, -1.71, -2.47], [1.04, 0.85, -1.27], [-1.01, -2.36, -0.15], [-1.58, 3.72, -1.63], [2.30, 1.61, -3.24], [1.98, -2.14, -4.33], [0.50, -3.04, 0.54]],
  "total_energy_ev": -29347.0818,
  "e_above_lowest_ev": 4.036,
  "homo_lumo_gap_ha": 0.36171,
  "molar_mass_g_mol": 330.42,
  "charge": 0,
  "smiles": "C/C1=C/[C@]23O[C@H]2[C@H](C)C[C@@H]3C(=O)[C@]2(C)C(=O)CC(C)(C)[C@H]2CC1=O"
}

***

[7]
{
  "formula": "C20H27AsNO5STl",
  "method": "ωB97M-V/def2-TZVPD",
  "elements": ["Tl", "As", "S", "O", "O", "O", "O", "O", "N", "C", "C", "C", "C", "C", "C", "C", "C", "C", "C", "C", "C", "C", "C", "C", "C", "C", "C", "C", "C", "H", "H", "H", "H", "H", "H", "H", "H", "H", "H", "H", "H", "H", "H", "H", "H", "H", "H", "H", "H", "H", "H", "H", "H", "H", "H", "H"],
  "coordinates": [[-1.20, -0.06, 1.40], [2.55, 0.07, -1.84], [1.08, 0.51, -0.44], [-0.86, 2.06, 2.11], [0.71, 3.45, 2.89], [-0.57, -2.22, 1.84], [3.93, 0.10, 5.01], [1.06, -3.51, 2.69], [0.58, -0.04, 2.73], [-1.97, 2.39, -2.17], [2.89, -1.80, -2.11], [-2.21, -2.62, -1.15], [1.18, -1.18, 3.03], [2.26, 0.78, -3.60], [-2.32, 1.13, -1.43], [-3.97, -1.06, 1.10], [-1.35, -0.50, -3.22], [-2.39, -1.14, -1.01], [0.26, 2.34, 2.68], [-3.63, 2.09, 0.59], [2.32, -1.20, 3.80], [2.82, 0.02, 4.24], [1.06, 1.14, 3.13], [-2.94, 1.03, -0.22], [-1.99, -0.19, -1.90], [2.19, 1.21, 3.90], [4.23, 0.82, -1.31], [0.52, -2.44, 2.48], [-3.00, -0.45, 0.10], [-4.96, -1.13, 0.63], [-2.40, 2.39, -3.17], [1.55, 0.16, -4.13], [4.52, 0.40, -0.35], [-3.42, 3.08, 0.19], [-4.72, 1.94, 0.57], [3.11, -2.26, -1.15], [2.57, 2.17, 4.22], [-2.61, -2.98, -2.11], [4.09, 1.90, -1.20], [-4.09, -0.44, 1.99], [-1.09, 0.40, -3.77], [4.98, 0.61, -2.06], [2.78, -2.15, 4.03], [-3.67, -2.06, 1.39], [-2.02, -1.10, -3.84], [-2.33, 3.27, -1.65], [2.00, -2.26, -2.53], [-1.16, -2.90, -1.11], [3.20, 0.82, -4.13], [1.85, 1.79, -3.49], [-0.44, -1.09, -3.08], [-3.32, 2.11, 1.63], [3.73, -1.91, -2.80], [4.25, -0.79, 5.22], [-0.88, 2.49, -2.26], [-2.72, -3.17, -0.36]],
  "total_energy_ev": -109273.1552,
  "homo_lumo_gap_ha": 0.27746,
  "molar_mass_g_mol": 672.81,
  "charge": 0
}

***

[8]
{
  "formula": "C20H27AuN7O2S2",
  "method": "ωB97M-V/def2-TZVPD",
  "elements": ["Au", "S", "S", "O", "O", "N", "N", "N", "N", "N", "N", "N", "C", "C", "C", "C", "C", "C", "C", "C", "C", "C", "C", "C", "C", "C", "C", "C", "C", "C", "C", "C", "H", "H", "H", "H", "H", "H", "H", "H", "H", "H", "H", "H", "H", "H", "H", "H", "H", "H", "H", "H", "H", "H", "H", "H", "H", "H", "H"],
  "coordinates": [[-0.35, 0.16, 0.23], [-0.01, 0.68, 3.25], [-1.60, -1.70, 0.23], [4.40, -3.83, -3.27], [1.38, 0.30, 3.03], [-1.44, -0.81, -2.41], [1.75, -1.16, -0.41], [-0.96, 0.70, 2.10], [2.34, -3.62, -4.11], [-0.69, 0.15, -1.82], [0.73, 1.83, -0.33], [-2.68, -2.67, -1.98], [1.96, 4.04, -1.37], [3.64, -3.49, -6.24], [0.56, 2.13, -1.64], [3.27, -3.39, -3.15], [0.68, -1.84, -4.67], [0.94, -3.23, -4.09], [2.15, 3.70, -0.04], [-1.91, -1.68, -1.53], [-0.27, 1.19, -2.45], [2.98, -2.60, -1.88], [-3.35, -3.69, -1.18], [2.82, -4.35, -5.29], [3.86, -2.00, 0.28], [1.89, -1.81, -1.57], [1.51, 2.57, 0.45], [3.99, -2.67, -0.92], [-0.56, 1.47, -3.88], [2.71, -1.26, 0.51], [-4.72, -3.25, -0.70], [1.16, 3.25, -2.18], [3.92, -4.07, -7.12], [-5.39, -3.05, -1.54], [-2.92, -2.60, -2.96], [1.02, 3.49, -3.22], [2.78, 4.29, 0.61], [-1.06, 2.44, -3.98], [1.94, -4.74, -5.80], [4.86, -3.27, -1.15], [4.55, -3.15, -5.76], [1.26, -1.08, -4.15], [1.07, -1.64, -2.26], [0.54, -3.34, -3.08], [0.36, 1.51, -4.46], [2.44, 4.92, -1.78], [2.54, -0.75, 1.44], [-4.65, -2.35, -0.09], [3.41, -5.20, -4.95], [-0.38, -1.59, -4.58], [3.08, -2.62, -6.58], [-2.70, -3.95, -0.35], [1.61, 2.25, 1.48], [-3.42, -4.58, -1.81], [0.40, -3.97, -4.69], [0.95, -1.81, -5.72], [4.62, -2.06, 1.04], [-1.20, 0.70, -4.29], [-5.17, -4.04, -0.10]],
  "total_energy_ev": -61059.9232,
  "e_above_lowest_ev": 0.000,
  "homo_lumo_gap_ha": 0.26681,
  "molar_mass_g_mol": 658.58,
  "charge": 1
}